Molecular formula: C50H51N12O3PrS
Method: DFT, ωB97M-V/def2-TZVPD

HOMO energy (alpha / beta) = -12.3 / -12.3 eV
Kohn-Sham gap (alpha / beta) = 0.284 / 0.297 hartree
<S²> = 2.00
2S+1 = 3
E_LUMO (alpha / beta) = -4.60 / -4.26 eV
Total charge = +2

Structure (XYZ):
```
118
Properties=species:S:1:pos:R:3:forces:R:3:lowdin_charge:R:1
Pr -8.32856 -22.19467 7.76840 -1.09 1.69 -0.54 1.313
O -10.16376 -22.31046 8.82304 1.58 0.36 -0.67 -0.437
C -11.41982 -22.10394 9.37510 -0.19 2.28 0.53 -0.259
C -12.40961 -22.96953 8.71957 -1.61 -1.69 1.84 -0.290
C -13.17482 -23.81674 9.56679 -0.47 0.04 -2.06 0.015
C -14.10914 -24.69266 8.94795 0.94 1.27 0.94 -0.051
C -14.07381 -24.75885 7.57881 0.36 0.19 -1.66 -0.057
C -13.21590 -23.90397 6.81787 -1.47 -1.00 1.18 -0.118
N -12.51195 -22.95182 7.40171 1.13 -0.35 -0.80 0.102
H -9.21301 -19.15020 9.12315 -0.49 -0.53 -0.15 0.078
H -11.77982 -21.01552 9.30643 0.74 -1.12 -0.22 0.154
H -11.36850 -22.28188 10.45685 -0.20 -0.23 -0.11 0.116
H -13.10381 -23.71133 10.63342 0.05 -0.12 0.26 0.105
H -14.83651 -25.22002 9.55172 0.15 -0.27 -0.12 0.114
H -14.73054 -25.42353 7.01832 0.16 0.03 0.23 0.108
H -13.18334 -24.03352 5.73337 -0.04 0.41 0.25 0.110
C -8.59461 -15.30350 3.81085 -0.57 0.07 0.21 -0.039
C -9.64251 -14.91380 4.83379 -0.20 1.51 -0.57 -0.196
C -9.99189 -13.52406 4.91434 0.62 -0.98 -0.44 -0.023
C -10.95298 -13.10110 5.81452 -0.24 0.54 -1.42 -0.093
C -11.72867 -13.99740 6.49789 0.30 -1.83 1.08 -0.074
C -11.37066 -15.36064 6.50111 0.58 0.33 -1.09 0.002
C -10.36521 -15.83970 5.60140 0.04 1.37 1.42 -0.219
N -9.96874 -17.21372 5.57934 0.52 -0.60 1.49 0.136
C -9.35689 -17.91718 6.63802 -0.09 0.76 -1.81 -0.308
N -8.86370 -17.04026 7.57866 -0.04 -1.50 0.42 0.152
C -8.37167 -17.26774 8.88165 0.40 1.94 -0.67 -0.203
C -8.68079 -18.37174 9.61622 0.47 -1.08 1.22 -0.041
C -8.29116 -18.50822 10.96276 -0.12 1.72 -0.07 -0.061
C -7.67411 -17.41122 11.59759 -0.48 -1.01 -1.03 -0.073
C -7.36620 -16.30454 10.82032 0.60 0.37 -0.48 -0.047
C -7.65228 -16.18235 9.45655 -0.37 -0.60 0.99 -0.196
C -7.29496 -14.93147 8.68947 -1.35 0.09 -0.27 -0.027
N -9.13502 -19.19701 6.63472 0.58 0.50 1.17 0.131
C -9.35561 -20.07251 5.57441 -1.05 -0.12 0.36 -0.312
C -8.24717 -20.74189 5.04075 0.49 0.16 -0.73 -0.108
C -8.44852 -21.66019 4.00559 0.44 -0.82 -0.46 -0.090
C -9.72270 -22.07158 3.55222 0.47 0.60 0.60 -0.057
C -10.82458 -21.44038 4.15186 1.45 0.33 -0.15 -0.014
C -10.64224 -20.45213 5.16460 -0.59 -1.33 -0.75 -0.210
C -11.92741 -19.99780 5.78626 -0.10 0.29 1.45 -0.038
H -8.20824 -14.46421 3.25287 0.05 0.44 0.14 0.078
H -9.04324 -15.93452 3.08033 -0.48 -0.66 -0.74 0.071
H -7.75979 -15.87023 4.17199 0.49 -0.25 0.63 0.066
H -9.55344 -12.79417 4.18379 -0.17 -0.83 1.03 0.132
H -11.21592 -12.06090 5.81946 -0.06 0.38 0.13 0.108
H -12.58019 -13.68590 7.09136 0.21 0.10 0.10 0.111
H -11.83767 -16.03132 7.21129 -0.18 -0.19 -0.28 0.109
H -10.29710 -17.73879 4.80636 -0.14 -0.68 -0.55 0.131
H -8.64238 -16.14886 7.20783 -0.21 0.82 -0.30 0.096
H -8.61431 -19.34174 11.55528 0.00 -0.45 0.01 0.093
H -7.45592 -17.40825 12.65298 0.09 -0.11 0.08 0.104
H -6.80325 -15.50319 11.27463 -0.11 0.25 0.15 0.113
H -6.86550 -14.11957 9.28823 -0.10 -0.46 -0.01 0.095
H -8.20632 -14.51444 8.17712 0.68 -0.15 0.53 0.098
H -6.62362 -15.19221 7.89285 0.61 0.05 -0.48 0.071
H -7.22437 -20.40183 5.34226 -0.97 -0.38 -0.41 0.099
H -7.56988 -22.07295 3.48620 -0.37 0.12 0.41 0.116
H -9.77281 -22.84826 2.76052 -0.24 0.81 0.62 0.121
H -11.82236 -21.62262 3.77601 -0.11 -0.19 0.24 0.118
H -12.35424 -20.83101 6.42472 0.54 0.83 -0.73 0.076
H -12.62283 -19.83021 4.96304 -0.24 0.40 0.34 0.087
H -11.80115 -19.10698 6.46626 -0.31 -0.78 -0.96 0.087
C -9.62742 -27.64748 5.40347 -0.78 0.47 0.06 -0.031
N -8.98263 -26.35121 5.76045 0.48 1.55 0.43 -0.072
C -9.35050 -25.24821 6.48597 -0.19 -1.41 -0.93 -0.083
N -8.38297 -24.33647 6.49743 0.63 -1.76 -0.27 -0.048
C -7.36359 -24.99825 5.80915 0.25 1.22 -0.48 -0.168
N -7.71745 -26.14151 5.28159 0.00 0.13 1.10 0.131
C -10.88999 -27.95954 6.24216 0.14 -0.68 -2.07 -0.204
C -11.97680 -28.59511 5.62087 -1.76 -0.40 0.67 -0.005
C -13.09642 -29.03760 6.42233 0.47 0.02 -0.28 -0.024
C -13.08982 -28.87463 7.81884 0.07 0.50 -0.81 0.004
C -11.98954 -28.20656 8.37212 -0.02 0.33 -0.72 -0.159
C -10.95138 -27.74216 7.58615 0.90 -0.45 0.70 -0.017
C -12.04965 -27.75211 9.72521 -1.83 0.81 3.41 -0.255
N -13.17188 -27.78155 10.44639 2.33 1.53 -0.48 0.130
N -12.90466 -27.00682 11.58221 0.72 -0.62 0.27 0.115
C -11.64124 -26.66932 11.58857 -1.66 -2.25 -1.57 -0.269
O -11.04180 -27.06353 10.38809 -0.72 -0.54 -0.09 0.088
C -10.85305 -26.21229 12.71299 1.46 0.85 -0.61 -0.134
C -11.46500 -25.82912 13.90622 0.57 0.96 -0.49 0.002
C -10.70369 -25.03202 14.74976 2.01 -0.51 -0.76 -0.026
C -9.32604 -24.75922 14.46781 -1.07 0.17 -0.16 -0.003
C -8.70243 -25.13526 13.26433 -0.48 -0.40 0.95 -0.193
C -7.27349 -24.72451 12.91271 -0.69 0.46 0.21 -0.050
N -7.12614 -24.36216 11.49694 -1.14 0.06 -0.62 -0.086
C -8.03669 -23.82457 10.61628 1.39 -0.58 1.14 -0.054
N -7.38595 -23.57290 9.48431 0.38 -1.18 0.54 -0.074
C -6.12963 -24.07265 9.69727 0.13 0.75 0.89 -0.157
N -5.90156 -24.49242 10.92857 -1.33 0.17 -1.21 0.157
C -9.46944 -25.95471 12.44990 -0.80 -0.45 -0.63 0.014
H -8.83329 -28.40870 5.47659 -0.41 0.30 0.24 0.141
H -9.89915 -27.57926 4.33846 0.05 -0.02 0.38 0.133
H -10.30247 -25.17389 6.98008 -0.19 0.13 -0.02 0.136
H -6.35679 -24.52574 5.70014 -1.12 -0.71 -0.18 0.140
H -12.08577 -28.73821 4.52914 0.48 0.12 0.75 0.123
H -13.99527 -29.50820 5.94886 1.11 0.50 0.33 0.126
H -13.94393 -29.10209 8.47374 0.49 -0.14 -0.54 0.128
H -10.08531 -27.31628 8.06457 0.04 0.27 0.30 0.120
H -12.51222 -26.02065 14.08354 -0.05 -0.04 -0.03 0.124
H -11.11973 -24.58906 15.61825 -0.31 0.06 0.79 0.101
H -8.75984 -24.23718 15.22254 0.04 0.37 0.00 0.112
H -6.53089 -25.44131 13.19261 0.30 -1.03 -0.48 0.129
H -6.89023 -23.86690 13.44826 -0.62 0.51 0.49 0.131
H -9.10853 -23.65483 10.73679 0.56 -0.07 0.39 0.149
H -5.38157 -24.01501 8.94662 0.57 -0.08 -0.33 0.114
H -9.04851 -26.46271 11.56638 -0.19 0.68 0.28 0.133
C -3.48406 -21.06068 7.75707 -0.67 -0.86 -0.43 -0.224
S -4.99459 -20.29245 7.06972 -1.16 -0.55 2.93 0.980
C -5.00602 -18.74312 8.00960 -0.14 1.30 -1.60 -0.223
O -6.18528 -21.08059 7.80880 1.46 0.42 -1.40 -0.715
H -2.60960 -20.41480 7.63733 -0.31 0.09 -0.03 0.067
H -3.37767 -21.91692 7.04654 0.25 0.30 1.04 0.063
H -3.64880 -21.34508 8.83266 0.08 0.22 -1.19 0.091
H -3.96548 -18.37039 8.13849 -0.74 -0.16 -0.36 0.076
H -5.48225 -18.81636 8.98417 -0.16 -0.47 -0.07 0.062
H -5.62272 -18.06415 7.32490 0.93 -0.58 1.23 0.078
```
Positions in Å, forces in eV/Å.

Molecular formula: C5H14O2
Method: DFT, ωB97M-V/def2-TZVPD

SMILES = COC(C)(C)C.O
HOMO energy = -9.6 eV
Kohn-Sham gap = 0.381 hartree
E_LUMO = 0.78 eV

Structure (XYZ):
```
21
Properties=species:S:1:pos:R:3:forces:R:3:lowdin_charge:R:1
C 0.96797 -0.88464 -0.55519 0.02 -0.10 -0.08 -0.128
O 0.03624 0.11791 -0.86152 -0.77 0.15 0.08 -0.204
C -1.15471 0.24073 0.03394 2.23 1.51 -0.62 -0.591
C -0.62066 0.43988 1.45215 -1.06 0.28 0.11 -0.045
C -1.84922 1.44401 -0.69659 0.39 -1.08 -0.22 -0.012
C -1.94647 -1.01449 0.01381 -1.04 -0.42 -0.01 -0.060
H 0.47256 -1.86943 -0.63447 0.59 0.06 -0.14 0.082
H 1.31771 -0.76693 0.48461 0.30 -0.14 -0.38 0.076
H 1.81910 -0.77674 -1.28788 -0.92 -0.25 0.83 0.105
H 0.25940 1.09004 1.47090 -0.23 -0.10 0.13 0.096
H -0.41665 -0.56182 1.86359 0.25 0.57 0.10 0.079
H -1.45333 0.86629 2.04434 0.58 -0.05 -0.02 0.094
H -1.14721 2.22018 -1.06206 -0.22 -0.43 0.82 0.092
H -2.71063 1.86476 -0.18140 0.09 0.00 0.14 0.077
H -2.18515 0.96143 -1.62016 -0.32 0.28 0.00 0.074
H -1.40738 -1.84268 0.46467 0.24 -0.14 -0.25 0.076
H -2.20940 -1.21749 -1.01515 -0.23 -0.44 -0.20 0.091
H -2.85952 -0.95211 0.62561 0.12 0.30 -0.31 0.103
O 4.98717 0.44825 0.11722 -0.61 -0.10 0.79 -0.048
H 4.51779 -0.37496 -0.04971 0.07 0.06 -0.06 0.027
H 5.58243 0.56783 -0.60671 0.53 0.04 -0.72 0.017
```
Positions in Å, forces in eV/Å.

Molecular formula: C5H10N3
Method: DFT, ωB97M-V/def2-TZVPD

SMILES = [NH2+]=C(N1CC1)N1CC1
HOMO energy = -14.0 eV
Kohn-Sham gap = 0.413 hartree
E_LUMO = -2.79 eV
Total charge = +1

Structure (XYZ):
```
18
Properties=species:S:1:pos:R:3:forces:R:3:lowdin_charge:R:1
N 0.02822 2.11409 0.11832 1.30 0.28 -1.24 0.210
C -0.00100 0.77755 -0.03249 -0.88 -1.61 1.54 -0.341
N 1.10071 0.07558 -0.23798 0.98 -0.90 0.49 -0.022
C 2.54941 0.06310 -0.09340 -0.08 -0.20 -1.23 -0.060
C 1.75761 -1.19566 0.23499 -0.93 0.92 0.84 -0.017
N -1.09722 0.03449 0.28178 -0.88 1.00 -0.81 -0.006
C -1.71855 -1.23244 -0.06836 -0.09 0.54 -1.49 -0.070
C -2.54947 0.04669 -0.01382 -0.21 -0.36 -0.60 -0.048
H 0.96864 2.48567 -0.18150 -1.83 0.03 0.60 0.158
H -0.81084 2.71823 0.07551 0.93 -0.80 -0.05 0.150
H 3.07453 0.62138 0.70181 -0.53 -0.23 -0.53 0.130
H 2.97674 0.04977 -1.14532 0.06 0.15 1.73 0.144
H 1.76911 -1.94195 -0.54855 -0.06 -0.22 0.27 0.106
H 1.56478 -1.56576 1.32938 0.42 1.07 -2.25 0.164
H -1.81042 -2.01608 0.68372 0.10 0.48 0.08 0.120
H -1.57190 -1.61577 -1.09099 0.27 0.24 0.54 0.125
H -3.15574 0.49561 -0.92342 2.08 -0.87 1.67 0.167
H -3.07461 0.08550 0.91030 -0.65 0.48 0.45 0.092
```
Positions in Å, forces in eV/Å.

Number 1: energy -101593.5736 eV. Number 2: energy -9506.2338 eV. Number 3: energy -9808.2236 eV.